Formula: CHCl2NO2
Source: the Open Molecules 2025 dataset
Level of theory: ωB97M-V with the def2-TZVPD basis set

Results
frontier orbital gap (alpha / beta)	9.2 / 6.1	eV
LUMO (alpha / beta)	-2.44 / -4.03	eV
ΔE to the lowest compared entry with this formula, charge and spin	490.1	kJ/mol

```
! RIJCOSX wB97M-V def2-TZVPD def2/J DEFGRID3
* xyz 0 1
O 2.029 0.057 1.616
C 0.637 -0.451 -0.159
Cl 1.001 -2.028 0.080
O 0.992 1.631 0.568
H 0.462 -0.124 -1.147
Cl -2.008 -0.117 1.632
N 1.249 0.476 0.790
*
```

***

Formula: C30H21Cl2MnN6O6S2
Source: the Open Molecules 2025 dataset
Level of theory: ωB97M-V with the def2-TZVPD basis set

Results
⟨S²⟩	0.759
frontier orbital gap (alpha / beta)	6.6 / 6.6	eV
LUMO (alpha / beta)	0.94 / 0.93	eV

```
! RIJCOSX wB97M-V def2-TZVPD def2/J DEFGRID3
* xyz -1 2
C 2.099 4.405 2.246
H 0.371 -0.243 3.570
H -3.771 -5.656 0.832
C 0.990 1.580 2.597
Cl 6.161 -5.839 0.800
N 2.364 -2.324 0.821
C 3.510 -6.274 0.802
C 0.577 0.255 2.633
N -2.229 -0.687 0.546
C 4.642 -1.617 0.859
H 0.362 -0.440 -0.521
O -2.108 1.600 1.403
N 2.368 6.185 0.682
H 2.193 4.039 3.263
C 2.149 -5.902 0.802
H -4.409 2.708 -5.359
C -4.385 1.586 -2.966
H 5.327 -0.780 0.880
H -3.131 3.876 -4.987
C 3.258 -1.372 0.866
C 0.989 1.449 0.229
C -2.203 2.558 -2.751
O 0.537 -4.149 0.810
H -5.140 0.562 -1.220
O -4.343 0.567 1.273
C 1.632 3.613 1.221
H 1.100 2.120 3.529
N -1.822 -2.913 0.822
S 1.877 5.905 -1.996
H 2.884 -0.355 0.901
O 1.075 4.914 -2.690
H -5.282 1.409 -3.550
C -4.489 -3.620 0.551
O 1.286 7.225 -1.929
H -1.263 2.316 -0.831
H -1.431 -4.923 1.019
C -3.519 -4.607 0.767
N 0.378 -0.455 1.537
H -5.532 -3.898 0.435
C 1.914 5.331 -0.255
C 4.175 -3.956 0.798
C 4.492 -5.335 0.798
C 5.103 -2.898 0.821
C 1.772 -4.582 0.792
H -1.386 3.147 -3.158
C -3.173 1.348 -0.915
C -3.336 2.307 -3.526
H 3.773 -7.324 0.813
C -2.759 -1.924 0.628
C 0.576 0.150 0.358
H 1.125 1.916 -0.739
C 1.208 2.197 1.380
H -4.858 -1.535 0.312
C 2.455 5.704 1.912
N 1.547 4.065 -0.019
C -2.119 2.084 -1.453
C -4.313 1.105 -1.662
Mn 0.173 -2.337 0.911
C -2.220 -4.203 0.879
H 6.166 -3.109 0.811
H 2.838 6.388 2.664
S -3.010 0.700 0.728
C -3.408 2.822 -4.943
Cl 0.927 -7.123 0.821
C -4.126 -2.305 0.474
C 2.809 -3.608 0.792
H -2.710 2.278 -5.584
O 3.294 5.879 -2.332
*
```

***

Formula: C29H23FN6NaO2S2
Source: the Open Molecules 2025 dataset
Level of theory: ωB97M-V with the def2-TZVPD basis set

Results
frontier orbital gap	6.2	eV
LUMO	1.88	eV
ΔE to the lowest compared entry with this formula, charge and spin	10.2	kJ/mol

```
! RIJCOSX wB97M-V def2-TZVPD def2/J DEFGRID3
* xyz -1 1
N 2.704 0.098 1.316
C -1.754 -2.307 5.311
H 0.855 0.349 -6.286
H -0.250 -1.573 -5.223
C -3.023 -2.153 0.615
C 0.420 -0.637 5.230
C -1.407 -3.299 -0.641
H 2.247 1.917 -4.955
H -3.342 -1.361 1.294
C -1.669 -2.227 0.235
N 0.896 -1.052 3.036
H -0.389 -3.463 -0.995
C 3.100 1.042 0.296
H 3.052 -0.837 1.158
C -0.265 3.415 -2.315
C -0.551 2.615 -1.227
H 2.720 2.028 0.581
H -2.625 -2.946 5.368
N 2.646 1.398 -2.141
S 0.115 2.164 1.416
C 0.373 -0.925 -4.620
H -1.938 -1.689 7.361
C -0.270 -0.737 6.431
H 3.778 0.361 3.155
C 1.788 1.049 -4.500
H 2.578 1.591 2.726
C -3.666 -4.045 -0.680
S 0.949 4.588 -1.772
F -4.629 -4.916 -1.122
O 0.436 5.929 -1.856
C 0.044 -1.361 4.091
C 1.943 0.769 -3.149
C 2.453 0.673 -1.004
H -1.366 -2.729 3.220
C -1.759 2.189 -3.675
C -2.054 1.370 -2.588
H 0.019 -0.172 7.307
C -1.060 -2.205 4.119
C 1.731 -0.173 3.503
H -0.598 3.870 -4.387
H -1.686 0.927 -0.513
H 3.043 2.324 -2.193
H 0.004 -2.006 -2.786
H -2.742 0.542 -2.707
N 1.661 -0.347 -1.180
H -5.054 -2.931 0.497
H 4.187 1.129 0.151
C 2.793 0.518 2.692
C 1.004 0.172 -5.228
N 1.522 0.100 4.829
C -1.460 1.579 -1.350
H 1.967 0.838 5.347
C -4.021 -3.030 0.181
O 2.206 4.338 -2.451
H -2.225 1.994 -4.632
C 1.323 -0.324 -2.529
C 0.512 -1.180 -3.268
C -2.366 -4.205 -1.105
H -2.116 -5.018 -1.779
C 0.244 3.024 -0.025
N 1.035 4.063 -0.226
C -0.851 3.234 -3.548
C -1.363 -1.586 6.449
Na 0.149 -0.760 0.743
*
```

***

Formula: C26H15Cl2N4O5S3Tl
Source: the Open Molecules 2025 dataset
Level of theory: ωB97M-V with the def2-TZVPD basis set

Results
⟨S²⟩	0.764
frontier orbital gap (alpha / beta)	6.4 / 4.9	eV
LUMO (alpha / beta)	0.85 / -0.59	eV
ΔE to the lowest compared entry with this formula, charge and spin	29.3	kJ/mol

```
! RIJCOSX wB97M-V def2-TZVPD def2/J DEFGRID3
* xyz -1 2
C -1.193 2.726 -4.520
C 0.400 1.623 3.912
H 2.052 1.738 0.292
O 3.614 -1.687 2.621
H -0.407 0.278 -3.659
O -2.112 7.376 -2.917
O -0.099 7.665 -4.280
C -1.724 3.789 -5.234
H -0.884 -1.660 1.006
H 0.957 3.474 -1.154
H -2.289 3.614 -6.146
H 0.700 -1.306 -2.133
C 1.495 1.457 -0.599
C 1.948 -0.070 3.231
C -0.472 3.045 -3.384
N -1.586 5.052 -4.864
Tl 2.400 -1.855 0.678
H 0.137 2.506 4.485
S -0.731 6.996 -3.159
H -3.779 1.352 1.982
C 1.627 1.050 4.032
H -1.345 1.705 -4.849
C 0.127 0.655 -2.796
S 0.852 -3.854 -0.635
C -0.002 -4.932 1.823
C -2.780 0.948 2.094
N 1.083 -0.604 2.397
C -0.891 5.268 -3.735
C -1.874 1.570 2.904
H -3.154 -0.734 0.785
C 4.548 -1.232 -1.108
C -0.611 -6.102 -0.151
C 0.895 2.419 -1.388
C 3.350 -0.714 3.405
C -2.422 -0.235 1.409
C 0.750 -0.239 -1.945
Cl -0.597 -6.292 -1.878
O 0.088 6.908 -1.967
H -0.666 -5.764 3.671
C -0.194 -0.098 2.322
C -1.163 -0.749 1.521
H -2.144 2.469 3.448
C 0.054 -5.008 0.421
H -1.798 -7.853 0.101
C -1.322 -6.924 1.983
H 2.392 1.422 4.698
C -1.294 -7.038 0.604
Cl 0.803 -3.651 2.652
N -0.325 4.309 -2.994
C -0.565 1.051 3.048
C -0.667 -5.871 2.594
C 0.185 2.016 -2.517
H -1.853 -7.654 2.581
O 4.043 -0.251 4.302
S 5.023 -2.250 -2.135
N 1.421 0.144 -0.857
*
```

***

Formula: C3H12O4
Source: the Open Molecules 2025 dataset
Level of theory: ωB97M-V with the def2-TZVPD basis set

Results
frontier orbital gap	9.2	eV
structure (SMILES)	C/C=C/O.O.O.O
LUMO	0.38	eV
ΔE to the lowest compared entry with this formula, charge and spin	224.0	kJ/mol

```
! RIJCOSX wB97M-V def2-TZVPD def2/J DEFGRID3
* xyz 0 1
H -0.583 1.262 -0.375
H -1.320 -0.061 1.571
H -0.633 -0.907 -3.585
C 0.685 0.021 2.269
O 1.423 -1.866 -1.823
H 1.707 -1.088 -1.381
H 0.879 -2.554 -1.323
C 0.368 -0.531 3.669
H 0.757 0.105 4.425
O -1.622 2.304 -1.463
O 0.167 0.632 -0.038
H 0.375 0.217 -4.259
H -0.674 -0.730 3.914
H -1.332 3.032 -1.934
C -0.218 0.316 1.310
O -0.496 -0.388 -4.467
H 1.676 -0.049 1.762
H -1.939 1.789 -2.193
H 0.779 -1.502 3.920
*
```

***

no.,total energy (eV),largest force on an atom (Eh/bohr),molecular weight (g/mol)
1,-31676.802,0.029,129.93
2,-130713.959,0.019,751.51
3,-72290.407,0.007,593.66
4,-105648.132,0.013,834.92
5,-11493.440,0.081,112.12